Molecular formula: C33H31NO7Pd
Method: DFT, wB97M-V/def2-TZVPD

molecular weight	660.03	g mol⁻¹
energy above the lowest of the compared OMol25 structures with the same formula, charge and spin	0.0	kcal/mol
orbital gap	6.3	eV

ORCA input file:
```
! RIJCOSX wB97M-V def2-TZVPD def2/J DEFGRID3
* xyz -2 1
Pd -1.139 2.156 1.316
C 0.900 -3.027 -2.699
C 1.139 -1.586 -2.287
C 2.210 -0.921 -3.143
O 1.504 -1.571 -0.922
C 0.718 -0.605 -0.194
C -0.300 -0.101 -1.208
O -0.076 -0.878 -2.398
C -1.768 -0.267 -0.688
O -1.854 0.160 0.601
C -2.761 0.559 -1.539
C -2.409 1.795 -2.079
C -3.346 2.600 -2.717
C -4.667 2.191 -2.832
C -5.039 0.971 -2.282
C -4.099 0.176 -1.640
C -2.132 -1.774 -0.773
C -2.158 -2.505 0.408
C -2.436 -3.870 0.403
C -2.717 -4.523 -0.790
C -2.722 -3.794 -1.976
C -2.426 -2.440 -1.965
C 1.565 0.585 0.464
O 0.894 1.769 0.375
C 2.910 0.704 -0.296
C 3.903 -0.277 -0.279
C 5.080 -0.120 -0.994
C 5.291 1.029 -1.753
C 4.322 2.022 -1.759
C 3.147 1.861 -1.026
C 1.851 0.269 1.953
C 0.824 -0.172 2.785
C 1.017 -0.318 4.153
C 2.247 -0.031 4.727
C 3.275 0.434 3.915
C 3.072 0.590 2.551
H 1.829 -3.596 -2.615
H 0.546 -3.065 -3.732
H 0.144 -3.463 -2.047
H 3.169 -1.424 -3.007
H 2.326 0.122 -2.851
H 1.917 -0.969 -4.195
H 0.210 -1.159 0.586
H -0.085 0.943 -1.409
H -1.399 2.165 -1.969
H -3.038 3.563 -3.111
H -5.399 2.821 -3.324
H -6.071 0.640 -2.339
H -4.415 -0.759 -1.194
H -1.968 -1.958 1.325
H -2.438 -4.422 1.336
H -2.936 -5.585 -0.798
H -2.946 -4.289 -2.916
H -2.419 -1.885 -2.895
H 3.745 -1.177 0.303
H 5.834 -0.899 -0.970
H 6.206 1.148 -2.323
H 4.480 2.929 -2.334
H 2.371 2.617 -0.991
H -0.169 -0.328 2.379
H 0.177 -0.608 4.773
H 2.393 -0.132 5.797
H 4.235 0.697 4.347
H 3.877 0.982 1.942
C -1.462 2.581 5.748
C -1.474 2.664 4.218
O -1.289 3.778 3.693
O -1.662 1.564 3.625
H -1.517 3.575 6.190
H -0.529 2.101 6.056
H -2.288 1.959 6.099
O -2.447 4.044 0.657
N -1.326 3.736 0.535
*
```

Atomic partial charges in e from the Mulliken method, atoms 1 to 4: 0.452, -1.619, 1.716, -1.797

---

Molecular formula: C33H32AuFN4O7S
Method: DFT, wB97M-V/def2-TZVPD

molecular weight	844.67	g mol⁻¹
energy above the lowest of the compared OMol25 structures with the same formula, charge and spin	0.0	kcal/mol
orbital gap (spin up / spin down)	2.6 / 5.6	eV

ORCA input file:
```
! RIJCOSX wB97M-V def2-TZVPD def2/J DEFGRID3
* xyz 0 3
Au -3.085 -1.132 -0.102
C -1.351 4.006 -1.100
C -1.476 3.037 0.043
C -0.426 2.194 0.396
C -0.552 1.252 1.410
C -1.776 1.130 2.050
C -2.816 1.994 1.758
C -2.702 2.896 0.713
S -2.097 -0.248 3.111
O -1.080 -1.252 2.963
O -2.484 0.272 4.365
N -3.375 -0.875 2.317
C -4.568 -0.856 2.897
C -3.601 -4.907 1.872
O -3.604 -4.935 3.103
O -3.672 -4.749 0.659
H -0.337 4.415 -1.158
H -2.058 4.842 -0.983
H -1.583 3.536 -2.063
H 0.496 2.239 -0.181
H 0.248 0.586 1.716
H -3.713 1.918 2.386
H -3.544 3.529 0.480
H -5.345 -1.382 2.322
H -4.659 -0.475 3.902
C 3.460 -2.747 -4.011
C 3.002 -1.287 -3.756
N 1.932 -1.237 -2.736
C 0.620 -1.228 -3.150
C -0.467 -1.343 -2.278
C -1.850 -1.362 -2.879
O -1.992 -1.313 -4.100
O -2.882 -1.518 -2.113
C -0.247 -1.617 -0.904
O -1.157 -2.002 -0.071
C 1.109 -1.620 -0.444
C 1.462 -1.840 0.899
C 2.760 -1.680 1.325
F 2.872 -1.716 2.663
C 3.841 -1.430 0.447
C 3.471 -1.185 -0.884
C 2.182 -1.361 -1.359
N 5.189 -1.315 0.816
C 6.249 -1.894 -0.016
C 7.488 -0.979 -0.195
N 7.588 0.082 0.868
C 7.029 -0.387 2.199
C 5.541 -0.763 2.089
H 4.159 -2.790 -4.876
H 2.580 -3.396 -4.232
H 3.970 -3.137 -3.097
H 2.532 -0.840 -4.641
H 3.801 -0.632 -3.410
H 0.506 -1.145 -4.217
H 0.698 -2.066 1.639
H 4.216 -0.815 -1.577
H 5.814 -2.141 -1.004
H 6.605 -2.836 0.440
H 7.445 -0.454 -1.152
H 8.392 -1.576 -0.144
H 7.023 0.884 0.528
H 8.568 0.328 0.979
H 7.198 0.371 2.954
H 7.560 -1.324 2.458
H 4.898 0.114 2.287
H 5.348 -1.492 2.899
C -4.751 -0.118 -0.265
C -5.550 0.855 -0.235
C -6.374 1.981 -0.176
C -6.771 2.656 -1.359
C -7.474 3.850 -1.249
C -7.767 4.348 0.026
C -7.370 3.679 1.194
C -6.680 2.496 1.094
H -6.535 2.194 -2.306
H -7.739 4.443 -2.108
H -8.305 5.274 0.118
H -7.655 4.072 2.171
H -6.381 1.928 1.974
*
```

Atomic partial charges in e from the Mulliken method, atoms 1 to 4: 0.975, -1.476, 0.769, -0.526

---

Molecular formula: C33H32BrF5N5O2SeTa
Method: DFT, wB97M-V/def2-TZVPD

molecular weight	965.45	g mol⁻¹
energy above the lowest of the compared OMol25 structures with the same formula, charge and spin	27.6	kcal/mol
orbital gap	3.7	eV

ORCA input file:
```
! RIJCOSX wB97M-V def2-TZVPD def2/J DEFGRID3
* xyz 2 1
Ta -0.249 -0.400 0.065
O 6.739 0.418 1.158
C 6.356 0.306 -0.001
O 6.772 0.319 -1.149
C 4.701 0.088 -0.009
C 3.991 0.089 -1.196
C 2.611 -0.037 -1.143
N 1.969 -0.158 0.033
C 2.662 -0.186 1.187
C 4.040 -0.066 1.197
C 1.858 -0.349 2.400
C 2.418 -0.401 3.671
C 1.610 -0.643 4.767
C 0.240 -0.793 4.576
C -0.263 -0.688 3.303
N 0.520 -0.475 2.226
C 1.748 -0.008 -2.332
C 2.249 0.083 -3.621
C 1.372 0.109 -4.695
C 0.005 0.056 -4.458
C -0.435 -0.030 -3.157
N 0.411 -0.065 -2.114
H 4.545 0.193 -2.119
H 4.637 -0.084 2.100
H 3.483 -0.279 3.799
H 2.044 -0.738 5.753
H -0.426 -1.001 5.401
H -1.321 -0.812 3.118
H 3.313 0.123 -3.793
H 1.756 0.165 -5.705
H -0.710 0.069 -5.268
H -1.493 -0.080 -2.934
C 1.400 6.141 2.129
C 2.740 5.796 1.472
C 2.727 4.501 0.659
C 2.814 3.211 1.477
N 1.629 2.960 2.305
C 0.394 2.706 1.853
Se 0.019 2.241 0.058
N -0.472 2.677 2.881
C -1.925 2.562 2.793
C -2.660 3.804 3.298
C -2.444 5.058 2.454
C -2.936 4.934 1.014
C 0.244 2.852 4.056
C -0.140 2.816 5.394
C 0.860 2.965 6.333
C 2.201 3.146 5.962
C 2.588 3.180 4.639
C 1.582 3.032 3.688
H 1.394 7.182 2.446
H 1.203 5.533 3.015
H 0.582 6.006 1.417
H 3.526 5.758 2.231
H 3.004 6.604 0.790
H 3.591 4.492 -0.007
H 1.830 4.472 0.035
H 3.676 3.254 2.139
H 2.946 2.367 0.798
H -2.239 1.703 3.390
H -2.188 2.398 1.750
H -2.367 4.018 4.326
H -3.722 3.550 3.300
H -1.386 5.338 2.461
H -2.991 5.865 2.943
H -2.310 4.267 0.415
H -2.919 5.912 0.535
H -3.964 4.568 0.981
H -1.170 2.680 5.693
H 0.603 2.947 7.383
H 2.949 3.260 6.735
H 3.625 3.309 4.360
F 0.361 -2.731 -1.613
C 0.381 -2.471 -0.274
F 1.609 -2.786 0.189
C -0.652 -3.376 0.394
F -0.337 -4.606 0.659
F -1.781 -3.321 -0.314
F -0.941 -2.743 1.590
Br -2.672 -0.349 0.049
*
```

Atomic partial charges in e from the Mulliken method, atoms 1 to 4: -0.073, -0.667, 0.238, -0.658

---

Molecular formula: C33H32BrN5O3STi
Method: DFT, wB97M-V/def2-TZVPD

molecular weight	706.49	g mol⁻¹
energy above the lowest of the compared OMol25 structures with the same formula, charge and spin	8.3	kcal/mol
orbital gap (spin up / spin down)	6.9 / 6.6	eV

ORCA input file:
```
! RIJCOSX wB97M-V def2-TZVPD def2/J DEFGRID3
* xyz 1 2
Ti -0.015 0.163 -0.436
C 2.228 -2.646 -3.090
C 1.467 -1.524 -2.469
N 1.210 -1.410 -1.218
N 1.750 -2.263 -0.292
C 1.839 -1.580 0.836
O 1.417 -0.372 0.958
C 2.446 -2.234 2.017
C 2.732 -1.467 3.144
C 3.282 -2.068 4.264
C 3.539 -3.432 4.270
C 3.254 -4.198 3.146
C 2.714 -3.601 2.019
C 1.075 -0.333 -3.247
C 1.249 -0.231 -4.617
C 1.014 0.989 -5.234
C 0.631 2.072 -4.464
C 0.455 1.888 -3.102
N 0.654 0.715 -2.502
H 2.474 -3.385 -2.334
H 1.634 -3.114 -3.878
H 3.149 -2.277 -3.545
H 2.525 -0.405 3.122
H 3.515 -1.470 5.136
H 3.969 -3.899 5.146
H 3.461 -5.261 3.149
H 2.500 -4.183 1.133
H 1.583 -1.085 -5.189
H 1.152 1.095 -6.302
H 0.469 3.047 -4.900
H 0.158 2.703 -2.455
O -4.989 -2.452 -3.709
C -3.967 -1.872 -3.071
C -2.960 -2.581 -2.418
C -1.963 -1.874 -1.791
N -1.886 -0.530 -1.772
C -2.857 0.123 -2.413
Br -2.807 2.006 -2.442
C -3.910 -0.484 -3.064
H -4.934 -3.413 -3.664
H -2.953 -3.663 -2.397
H -1.177 -2.404 -1.269
H -4.671 0.098 -3.560
C 3.561 3.453 1.787
C 3.442 3.069 0.462
C 2.221 2.628 -0.035
C 1.105 2.550 0.792
C 1.233 2.943 2.128
C 2.446 3.393 2.616
N -0.114 1.994 0.319
C -1.298 2.692 0.635
C -1.340 4.091 0.666
C -2.526 4.754 0.929
C -3.700 4.050 1.168
C -3.669 2.666 1.142
C -2.483 1.994 0.884
H 4.509 3.800 2.173
H 4.299 3.117 -0.196
H 2.138 2.338 -1.074
H 0.367 2.895 2.777
H 2.526 3.693 3.653
H -0.433 4.653 0.484
H -2.535 5.837 0.946
H -4.622 4.576 1.375
H -4.575 2.100 1.324
H -2.474 0.910 0.855
C -1.691 -3.081 2.431
S -0.943 -1.460 2.328
C -2.141 -0.541 3.286
O -1.221 -1.047 0.882
H -1.669 -3.415 3.467
H -1.077 -3.743 1.823
H -2.711 -3.038 2.053
H -2.090 -0.888 4.318
H -3.139 -0.682 2.874
H -1.852 0.507 3.233
*
```

Atomic partial charges in e from the Mulliken method, atoms 1 to 4: -0.175, -1.944, 0.613, 1.296

---

Molecular formula: C33H32BrNOPSn
Method: DFT, wB97M-V/def2-TZVPD

molecular weight	688.21	g mol⁻¹
energy above the lowest of the compared OMol25 structures with the same formula, charge and spin	31.0	kcal/mol
orbital gap	8.1	eV

ORCA input file:
```
! RIJCOSX wB97M-V def2-TZVPD def2/J DEFGRID3
* xyz 1 1
Sn 10.254 9.866 14.287
C 7.892 13.246 15.507
C 6.961 12.377 14.602
C 7.463 12.698 13.200
C 7.011 10.928 14.852
C 6.908 10.014 13.792
C 6.981 8.652 13.969
C 7.315 8.067 15.207
C 7.369 6.584 15.438
C 7.456 8.960 16.256
C 7.206 10.345 16.126
H 7.812 14.263 15.260
H 8.927 12.952 15.431
H 7.614 13.226 16.581
H 5.930 12.809 14.808
H 8.387 12.078 12.993
H 7.698 13.748 13.141
H 6.850 12.439 12.407
H 6.720 10.291 12.734
H 6.834 8.028 13.114
H 6.383 6.144 15.609
H 7.902 6.386 16.421
H 7.802 6.045 14.564
H 7.758 8.621 17.255
H 7.344 10.985 16.960
O 16.766 11.295 14.758
C 15.494 10.930 14.705
C 14.999 9.647 14.995
C 13.661 9.434 14.974
N 12.764 10.319 14.539
C 13.218 11.526 14.318
Br 12.068 12.963 13.819
C 14.551 11.938 14.430
H 17.343 10.537 15.013
H 15.560 8.768 15.299
H 13.218 8.381 15.137
H 14.780 12.953 14.358
C 15.041 10.935 10.515
C 14.061 11.767 10.105
C 12.741 11.482 10.382
C 12.423 10.309 11.037
C 13.422 9.472 11.518
C 14.740 9.752 11.220
P 10.658 9.943 11.519
C 9.469 10.417 10.189
C 9.455 11.744 9.710
C 8.468 12.153 8.794
C 7.513 11.209 8.407
C 7.524 9.917 8.870
C 8.546 9.516 9.699
C 10.603 8.177 11.813
C 10.612 7.082 10.982
C 10.708 5.779 11.404
C 10.680 5.547 12.798
C 10.696 6.628 13.617
C 10.596 7.962 13.238
H 16.012 11.180 10.246
H 14.359 12.683 9.605
H 12.035 12.234 10.050
H 13.141 8.596 12.044
H 15.552 9.154 11.562
H 10.288 12.354 9.936
H 8.581 13.171 8.384
H 6.794 11.412 7.646
H 6.785 9.088 8.649
H 8.537 8.454 10.076
H 10.734 7.203 9.957
H 10.854 4.897 10.737
H 10.823 4.527 13.171
H 10.674 6.408 14.725
*
```

Atomic partial charges in e from the natural (NBO) method, atoms 1 to 4: 1.252, -0.591, -0.264, -0.587

---

Molecular formula: C33H32ClMoN9O3Se
Method: DFT, wB97M-V/def2-TZVPD

molecular weight	813.03	g mol⁻¹
energy above the lowest of the compared OMol25 structures with the same formula, charge and spin	6.8	kcal/mol
orbital gap (spin up / spin down)	6.2 / 5.3	eV

ORCA input file:
```
! RIJCOSX wB97M-V def2-TZVPD def2/J DEFGRID3
* xyz 2 1
Mo -0.043 -0.434 1.782
C 3.147 2.354 2.339
C 3.137 1.033 3.095
C 3.830 1.170 4.460
C 1.755 0.485 3.352
C 0.616 1.288 3.359
C -0.618 0.780 3.803
C -0.728 -0.524 4.310
C -1.978 -0.990 4.972
C 0.380 -1.377 4.163
C 1.584 -0.885 3.667
H 4.171 2.626 2.089
H 2.742 3.170 2.939
H 2.578 2.299 1.409
H 3.679 0.284 2.513
H 3.263 1.829 5.120
H 4.820 1.603 4.325
H 3.950 0.207 4.957
H 0.685 2.332 3.083
H -1.478 1.437 3.835
H -2.217 -2.015 4.696
H -2.818 -0.335 4.759
H -1.802 -0.981 6.051
H 0.306 -2.411 4.471
H 2.452 -1.532 3.625
C 4.364 -0.421 -2.062
N 3.522 -0.618 -0.867
C 2.566 0.159 -0.377
N 2.033 -0.405 0.709
C 2.724 -1.587 0.792
N 3.630 -1.740 -0.130
C 3.516 0.012 -3.227
C 3.846 1.132 -3.977
C 3.007 1.560 -5.003
C 1.816 0.898 -5.247
C 1.494 -0.233 -4.501
C 2.355 -0.690 -3.517
C 0.176 -0.873 -4.577
N -0.140 -2.114 -4.525
N -1.523 -2.152 -4.278
C -1.905 -0.927 -4.213
O -0.892 -0.052 -4.430
C -3.140 -0.375 -3.649
C -4.343 -1.074 -3.644
C -5.399 -0.589 -2.891
C -5.247 0.547 -2.101
C -4.048 1.244 -2.114
C -3.774 2.401 -1.184
N -2.503 2.133 -0.481
C -2.269 1.203 0.418
N -0.944 1.070 0.574
C -0.428 1.997 -0.287
N -1.340 2.654 -0.946
C -3.012 0.800 -2.923
H 4.848 -1.384 -2.218
H 5.132 0.316 -1.834
H 2.318 1.109 -0.816
H 2.533 -2.345 1.531
H 4.755 1.680 -3.762
H 3.273 2.427 -5.590
H 1.137 1.256 -6.009
H 2.078 -1.571 -2.948
H -4.443 -1.988 -4.211
H -6.342 -1.119 -2.889
H -6.066 0.876 -1.473
H -4.561 2.532 -0.443
H -3.615 3.346 -1.701
H -3.019 0.595 0.892
H 0.620 2.202 -0.392
H -2.074 1.337 -2.946
Se -0.384 -3.544 -1.837
C -0.260 -2.485 -0.527
N -0.178 -1.701 0.382
Cl -3.883 -2.093 -0.016
C -3.620 -2.665 1.654
C -2.259 -2.228 2.130
O -1.427 -3.018 2.523
O -2.030 -0.930 2.042
H -3.679 -3.748 1.670
H -4.404 -2.228 2.271
*
```

Atomic partial charges in e from the Mulliken method, atoms 1 to 4: -0.437, -1.527, 0.450, -1.520